1.
139
Properties=species:S:1:pos:R:3:mulliken_charge:R:1 method="wB97M-V/def2-TZVPD" energy_ev=-281783.6785 multiplicity=1 total_charge=0 homo_ev=-9.036 e_above_lowest_ev=0.771
O 3.036 3.817 -0.642 -0.47
V 1.768 2.907 -0.189 1.24
O 0.906 3.660 0.911 -0.34
Br -0.051 0.687 -0.004 -0.50
O -1.266 -4.351 -3.335 -0.59
S 0.045 -4.604 -3.966 0.97
O 0.280 -5.873 -4.619 -0.63
O 0.265 -3.417 -5.068 -0.13
C 1.353 -3.456 -5.969 -0.44
C 0.933 -3.749 -7.488 -1.15
C 1.422 -4.270 -2.694 -0.92
H 2.134 -4.159 -5.681 0.47
H 1.834 -2.478 -5.952 0.34
H 0.190 -4.518 -7.701 0.29
H 1.849 -4.036 -8.003 0.35
H 0.472 -2.838 -7.869 0.32
H 1.448 -5.178 -2.091 0.44
H 1.215 -3.408 -2.060 0.21
H 2.386 -4.165 -3.192 0.43
O -3.097 -3.851 1.297 -0.63
S -2.173 -3.972 0.206 1.18
O -0.770 -4.396 0.464 -0.66
O -2.777 -5.092 -0.838 -0.27
C -2.207 -6.439 -0.702 -0.08
C -3.180 -7.433 -1.424 -1.24
C -2.296 -2.451 -0.882 -0.01
H -2.000 -6.857 0.283 0.41
H -1.190 -6.358 -1.087 0.11
H -4.147 -7.508 -0.926 0.30
H -2.713 -8.414 -1.510 0.42
H -3.233 -7.225 -2.493 0.29
H -1.448 -1.805 -0.653 -0.03
H -3.225 -1.883 -0.850 0.47
H -2.094 -2.877 -1.865 -0.25
O 2.848 1.603 -1.780 0.19
S 3.506 0.862 -2.860 1.00
O 2.973 0.748 -4.231 -0.67
O 5.134 1.215 -2.935 -0.33
C 5.641 2.512 -2.473 0.17
C 6.912 2.173 -1.626 -1.03
C 3.674 -0.891 -2.334 -0.76
H 4.937 2.942 -1.760 -0.04
H 5.916 3.200 -3.272 0.29
H 6.605 1.416 -0.904 0.13
H 7.224 3.099 -1.144 0.39
H 7.688 1.678 -2.210 0.38
H 4.582 -0.814 -1.736 0.30
H 3.792 -1.527 -3.212 0.34
H 2.769 -1.066 -1.753 0.17
O 3.257 -2.324 4.710 -0.57
S 1.824 -2.712 4.858 1.15
O 1.357 -4.023 5.345 -0.60
O 1.067 -1.467 5.693 -0.28
C 1.654 -0.186 5.842 -0.41
C 1.025 0.761 4.852 -0.19
C 0.980 -2.405 3.236 -0.76
H 2.737 -0.191 5.720 0.39
H 1.447 0.087 6.877 0.29
H 1.453 0.743 3.849 -0.31
H 1.382 1.746 5.154 0.46
H -0.045 0.556 4.822 -0.01
H -0.014 -2.843 3.318 0.37
H 1.548 -2.861 2.425 0.46
H 0.978 -1.326 3.079 -0.07
O -4.477 4.082 7.903 -0.60
S -4.045 3.171 6.838 1.05
O -4.564 1.816 6.826 -0.53
O -4.264 3.878 5.309 -0.40
C -3.933 3.179 4.140 0.46
C -2.679 3.722 3.342 -0.87
C -2.205 2.964 6.920 -0.60
H -4.832 3.281 3.533 0.33
H -3.761 2.110 4.267 -0.26
H -1.811 3.744 4.002 0.15
H -2.728 4.739 2.954 0.39
H -2.386 3.133 2.472 0.19
H -1.819 3.929 6.592 0.37
H -1.834 2.179 6.262 -0.04
H -2.104 2.648 7.958 0.41
O -2.302 -2.789 5.146 -0.57
S -3.077 -1.605 5.590 1.11
O -2.865 -1.067 6.943 -0.63
O -2.947 -0.422 4.376 -0.06
C -2.804 -0.926 3.107 0.43
C -3.208 0.183 2.141 -0.55
C -4.878 -2.118 5.347 -0.89
H -3.253 -1.915 3.018 0.42
H -1.797 -1.269 2.867 -0.39
H -3.048 -0.207 1.136 -0.05
H -2.445 0.940 2.322 -0.16
H -4.243 0.517 2.215 0.35
H -4.668 -2.976 4.707 0.34
H -5.363 -1.250 4.902 0.23
H -5.367 -2.606 6.190 0.40
O 3.796 1.692 3.637 -0.58
S 3.976 1.329 2.228 0.76
O 3.046 1.739 1.176 -0.52
O 5.542 1.714 1.718 -0.03
C 6.463 2.333 2.614 -0.28
C 7.904 1.861 2.250 -1.13
C 4.161 -0.450 2.062 -0.34
H 6.314 1.926 3.614 0.32
H 6.241 3.396 2.516 0.33
H 8.044 0.796 2.432 0.29
H 8.524 2.385 2.977 0.42
H 8.161 2.145 1.230 0.24
H 4.823 -0.843 2.834 0.43
H 4.478 -0.734 1.059 0.24
H 3.180 -0.839 2.336 -0.15
O -4.055 0.556 -3.498 -0.52
S -4.137 0.646 -4.945 1.19
O -3.850 1.897 -5.596 -0.59
O -3.242 -0.631 -5.615 -0.44
C -2.317 -1.341 -4.787 -0.28
C -0.995 -0.558 -4.475 -0.41
C -5.733 0.028 -5.518 -1.03
H -2.166 -2.317 -5.249 0.32
H -2.748 -1.583 -3.816 0.25
H -1.102 0.517 -4.615 0.13
H -0.283 -0.939 -5.208 0.12
H -0.737 -0.602 -3.417 0.16
H -6.442 0.855 -5.534 0.37
H -6.036 -0.791 -4.866 0.31
H -5.572 -0.367 -6.521 0.35
O 0.584 3.727 -1.897 -0.84
S -0.791 4.208 -2.174 1.05
O -1.525 4.888 -1.151 -0.67
O -0.749 5.246 -3.503 -0.23
C -0.579 6.672 -3.249 -0.18
C -0.586 7.429 -4.651 -1.15
C -1.799 2.878 -2.971 -1.08
H 0.366 6.987 -2.807 0.30
H -1.391 7.113 -2.670 0.28
H 0.074 8.289 -4.540 0.37
H -1.465 8.033 -4.875 0.34
H -0.272 6.837 -5.511 0.28
H -2.086 2.165 -2.198 0.49
H -1.131 2.553 -3.768 0.29
H -2.697 3.373 -3.341 0.45

2.
139
Properties=species:S:1:pos:R:3:mulliken_charge:R:1 method="wB97M-V/def2-TZVPD" energy_ev=-119655.2929 multiplicity=1 total_charge=0 homo_ev=-8.022
Ca 12.619 11.531 12.674 0.97
C 12.571 14.520 15.928 -3.27
C 13.489 15.508 16.071 0.92
C 14.248 15.963 14.859 -0.51
O 15.123 16.985 14.863 0.25
C 14.078 15.459 13.613 -0.65
C 13.260 14.291 13.383 -0.04
C 12.363 13.815 14.589 0.91
O 11.703 12.791 14.423 1.36
O 13.205 13.720 12.330 -0.47
O 13.512 16.011 17.269 0.44
H 11.987 14.196 16.776 1.15
H 14.590 15.951 12.799 0.73
C 11.596 15.408 20.421 0.48
O 11.150 15.308 21.556 -0.78
N 11.148 16.282 19.543 -0.11
N 12.773 14.952 20.028 0.39
H 11.847 16.623 18.899 0.00
H 10.273 16.786 19.585 0.22
H 13.136 15.016 19.088 -0.10
H 13.231 14.433 20.763 -0.08
C 9.232 15.064 11.735 0.56
O 9.463 14.241 10.829 -0.71
N 9.756 15.028 12.889 0.09
N 8.462 16.077 11.656 -0.35
H 10.323 14.233 13.146 -0.33
H 9.229 15.492 13.615 0.22
H 8.080 16.116 10.722 0.30
H 8.347 16.631 12.492 0.17
C 16.899 20.082 12.672 0.58
O 18.051 20.066 13.217 -0.75
N 16.734 20.672 11.529 -0.29
N 15.802 19.475 13.089 -0.06
H 17.461 21.221 11.094 0.22
H 15.796 20.538 11.179 0.16
H 15.068 19.399 12.400 0.19
H 15.812 18.988 13.973 -0.08
C 18.527 15.781 14.555 0.53
O 19.652 15.490 14.296 -0.75
N 18.013 15.887 15.768 -0.18
N 17.667 16.175 13.664 0.16
H 18.453 15.401 16.536 0.14
H 17.056 16.203 15.835 0.03
H 17.971 16.057 12.708 -0.11
H 16.685 16.368 13.796 -0.11
C 8.341 13.902 18.626 0.43
O 8.328 14.714 19.493 -0.61
N 7.410 13.669 17.738 -0.33
N 9.342 13.070 18.368 -0.24
H 7.595 13.049 16.962 0.16
H 6.551 14.187 17.857 0.20
H 10.071 13.099 19.067 0.15
H 9.527 12.837 17.403 0.43
C 12.355 12.602 9.289 0.42
O 12.003 12.064 10.379 -0.56
N 11.747 12.588 8.188 -0.39
N 13.450 13.332 9.205 -0.17
H 11.875 13.291 7.474 0.19
H 10.978 11.934 8.145 0.26
H 14.029 13.359 10.032 0.06
H 13.811 13.469 8.271 0.17
C 12.631 8.754 14.751 0.50
O 12.325 9.913 14.438 -0.57
N 13.777 8.190 14.416 -0.44
N 11.770 8.037 15.359 -0.37
H 14.064 7.243 14.619 0.16
H 14.492 8.813 14.068 0.17
H 10.880 8.501 15.475 0.22
H 12.040 7.244 15.923 0.22
C 17.636 19.824 18.277 -0.88
C 16.758 18.708 17.706 0.98
O 16.033 19.264 16.624 -0.63
O 16.962 20.551 19.359 -0.55
H 18.170 20.459 17.570 0.37
H 18.469 19.294 18.738 0.37
H 15.970 18.262 18.313 -0.16
H 17.354 17.845 17.410 -0.16
H 15.645 18.525 16.151 0.18
H 16.291 21.125 18.982 0.33
C 16.548 15.479 21.489 -0.83
C 16.400 16.347 20.316 -0.10
O 16.074 15.605 19.152 -0.39
O 15.271 14.780 21.877 -0.51
H 16.767 15.998 22.422 0.30
H 17.301 14.703 21.344 0.35
H 17.307 16.899 20.071 0.33
H 15.780 17.221 20.517 0.37
H 15.302 15.992 18.733 0.08
H 15.392 13.851 21.664 0.28
C 16.857 16.995 10.245 -0.07
C 16.515 15.527 10.106 0.51
O 16.849 14.994 8.754 -0.60
O 16.050 17.661 9.400 -0.56
H 17.933 17.078 10.092 0.55
H 16.712 17.365 11.260 -0.18
H 15.464 15.294 10.275 -0.39
H 17.027 14.993 10.906 0.31
H 16.319 14.234 8.503 0.30
H 16.533 18.168 8.744 0.25
C 12.536 18.726 10.415 -0.77
C 12.324 17.374 11.059 0.68
O 12.898 16.381 10.279 -0.56
O 13.894 19.036 10.532 -0.50
H 11.984 19.499 10.949 0.40
H 12.202 18.753 9.377 0.32
H 11.286 17.177 11.327 0.04
H 12.776 17.278 12.046 -0.26
H 13.053 15.649 10.880 0.01
H 14.488 18.332 10.260 0.31
C 12.992 11.348 18.038 0.91
C 12.849 11.068 19.541 -0.83
O 13.843 10.263 20.151 -0.53
O 13.764 12.559 17.895 -0.61
H 12.070 11.603 17.516 -0.22
H 13.454 10.500 17.531 0.00
H 11.857 10.625 19.633 0.42
H 12.824 11.917 20.224 0.20
H 13.616 9.375 19.866 0.32
H 13.521 13.054 17.109 0.25
C 9.195 10.917 13.455 -0.59
C 8.498 11.995 14.425 -0.50
O 9.361 12.384 15.476 -0.38
O 10.133 11.440 12.631 -0.28
H 8.457 10.389 12.852 0.59
H 9.666 10.176 14.100 -0.11
H 7.635 11.700 15.022 0.55
H 8.282 12.838 13.767 0.16
H 10.240 12.467 15.100 -0.22
H 9.795 11.460 11.733 0.18
C 12.365 19.386 18.132 0.45
C 11.674 20.730 18.310 -0.87
O 12.027 21.729 17.377 -0.56
O 11.939 18.706 16.993 -0.60
H 12.104 18.955 19.098 0.19
H 13.453 19.329 18.168 -0.09
H 11.880 21.194 19.274 0.35
H 10.598 20.592 18.203 0.33
H 11.719 21.572 16.482 0.30
H 12.624 18.047 16.865 0.18